Record 1
C30H65F9O8SSi2 | ωB97M-V/def2-TZVPD

Structure (XYZ):
```
115
Properties=species:S:1:pos:R:3:forces:R:3
C 10.531 -1.802 1.998 -0.03 -0.09 0.08
O 10.300 -1.906 0.613 0.10 0.24 -0.07
C 8.947 -1.740 0.212 -0.04 -0.13 -0.01
C 8.862 -0.765 -0.968 -0.19 -0.02 0.08
C 7.844 -1.188 -2.030 -0.05 0.10 0.16
C 6.390 -0.966 -1.587 0.26 0.09 -0.08
C 5.961 0.516 -1.608 -0.11 -0.08 0.20
C 4.514 0.757 -2.083 0.12 -0.06 0.01
C 3.742 1.733 -1.199 0.09 -0.02 -0.07
C 2.351 2.071 -1.733 -0.05 -0.02 0.15
C 1.405 2.579 -0.642 0.16 0.07 -0.12
C 0.093 3.173 -1.183 0.00 -0.04 0.03
C -1.119 2.208 -1.141 0.42 -0.04 -0.18
Si -2.672 3.156 -0.794 0.13 -0.24 0.10
O -3.967 2.147 -0.559 -0.06 0.39 -0.20
Si -5.537 2.557 -0.901 -0.04 -0.19 0.10
C -6.637 1.877 0.437 0.16 -0.11 0.02
C -6.919 0.367 0.272 -0.12 0.02 -0.12
C -8.335 0.055 -0.266 0.30 -0.21 -0.04
C -8.948 -1.119 0.494 0.02 0.21 0.22
C -10.316 -1.575 0.048 -0.44 -0.08 -0.12
F -10.707 -2.612 0.833 0.09 0.12 0.00
F -11.229 -0.573 0.218 0.18 -0.15 0.01
C -10.390 -1.989 -1.462 0.03 0.07 0.19
F -9.263 -2.650 -1.759 0.03 -0.09 -0.07
F -10.428 -0.863 -2.176 0.02 -0.03 -0.23
S -11.842 -3.109 -2.024 -0.05 0.03 0.29
F -12.750 -2.555 -0.841 0.03 -0.13 -0.10
F -12.448 -1.995 -2.976 0.11 -0.10 0.03
F -10.976 -3.666 -3.234 -0.06 0.10 0.07
F -11.273 -4.250 -1.074 -0.05 0.02 -0.18
F -13.011 -4.084 -2.443 0.12 0.17 0.05
H 10.157 -2.678 2.543 -0.01 0.02 -0.02
H 10.060 -0.906 2.418 0.01 0.01 -0.02
H 11.608 -1.731 2.149 -0.06 -0.03 -0.04
H 8.354 -1.393 1.064 -0.03 0.02 -0.02
H 8.547 -2.718 -0.084 0.02 0.01 0.02
H 9.863 -0.696 -1.397 -0.03 0.02 -0.01
H 8.590 0.228 -0.594 0.20 0.02 -0.08
H 8.022 -0.618 -2.947 -0.01 -0.05 -0.02
H 8.000 -2.244 -2.272 0.02 0.02 -0.01
H 5.731 -1.552 -2.231 -0.02 0.03 0.00
H 6.278 -1.351 -0.568 -0.16 -0.13 -0.10
H 6.047 0.925 -0.596 0.11 0.02 -0.06
H 6.663 1.081 -2.227 -0.05 0.05 -0.02
H 3.980 -0.199 -2.096 -0.05 0.05 -0.01
H 4.515 1.121 -3.116 -0.03 -0.04 0.04
H 3.665 1.302 -0.193 -0.04 0.00 -0.04
H 4.324 2.656 -1.088 -0.06 -0.02 0.04
H 2.439 2.837 -2.510 0.01 -0.07 -0.05
H 1.919 1.183 -2.209 -0.03 0.04 -0.02
H 1.191 1.749 0.037 -0.03 0.07 0.08
H 1.937 3.331 -0.048 -0.03 -0.01 -0.07
H 0.258 3.485 -2.217 -0.05 0.08 0.03
H -0.128 4.096 -0.632 -0.03 -0.10 0.03
H -1.199 1.680 -2.097 -0.08 -0.05 0.09
H -0.948 1.441 -0.381 -0.15 0.04 0.06
H -2.941 4.062 -1.936 -0.07 0.05 0.02
H -2.465 3.971 0.426 -0.04 0.03 -0.01
H -5.889 1.942 -2.201 -0.06 0.08 -0.05
H -5.645 4.033 -0.970 0.01 0.01 -0.06
H -6.109 2.061 1.378 -0.06 0.04 -0.01
H -7.562 2.455 0.484 -0.03 -0.04 0.04
H -6.763 -0.150 1.221 -0.08 0.08 0.05
H -6.196 -0.074 -0.424 0.02 -0.05 0.14
H -8.973 0.934 -0.169 -0.08 -0.05 -0.06
H -8.258 -0.201 -1.325 -0.10 0.20 0.05
H -9.108 -0.832 1.540 0.09 -0.05 -0.04
H -8.272 -1.974 0.493 -0.09 -0.05 -0.08
C 11.957 -3.117 -4.930 -0.07 0.07 -0.02
O 12.468 -2.236 -3.960 0.22 -0.10 0.05
C 12.142 -2.617 -2.633 -0.12 0.06 -0.09
C 13.159 -2.108 -1.641 -0.08 0.05 0.11
O 14.387 -2.819 -1.650 0.02 -0.04 0.06
C 15.309 -2.544 -2.688 0.04 -0.06 -0.08
C 16.090 -1.264 -2.504 0.07 0.10 -0.07
O 15.302 -0.128 -2.807 -0.15 -0.10 0.15
C 15.715 1.032 -2.126 0.04 0.03 -0.08
H 10.860 -3.095 -4.962 -0.01 -0.02 0.02
H 12.341 -2.797 -5.897 -0.02 0.02 0.00
H 12.282 -4.147 -4.744 -0.01 0.00 0.01
H 12.081 -3.709 -2.555 0.03 -0.02 0.00
H 11.163 -2.198 -2.366 -0.02 -0.11 0.03
H 12.739 -2.282 -0.649 -0.01 0.05 0.00
H 13.313 -1.034 -1.760 0.03 -0.02 -0.12
H 14.830 -2.562 -3.670 -0.04 0.09 0.02
H 16.028 -3.365 -2.643 0.00 -0.01 -0.05
H 16.963 -1.290 -3.173 0.05 0.00 0.06
H 16.452 -1.213 -1.470 -0.02 0.00 0.02
H 15.734 0.872 -1.042 0.01 -0.01 0.00
H 14.995 1.816 -2.352 0.01 0.01 -0.02
H 16.709 1.361 -2.450 0.01 -0.01 0.02
C -11.498 2.831 7.987 -0.06 0.08 0.00
O -11.727 2.570 6.623 0.10 -0.23 -0.04
C -10.666 2.989 5.786 -0.08 0.10 0.07
C -10.606 2.168 4.520 -0.02 0.06 -0.10
O -10.091 0.860 4.697 0.09 -0.01 -0.02
C -10.959 -0.130 5.225 0.00 -0.07 0.08
C -11.945 -0.680 4.223 -0.12 -0.06 0.00
O -13.012 0.222 3.987 0.19 0.11 -0.02
C -13.522 0.110 2.677 -0.05 0.00 -0.02
H -11.473 3.907 8.196 0.03 0.00 0.00
H -12.318 2.385 8.546 -0.02 0.02 -0.01
H -10.555 2.385 8.325 0.01 0.01 -0.01
H -9.708 2.905 6.314 0.01 -0.03 0.01
H -10.815 4.042 5.508 0.08 0.03 0.03
H -9.891 2.660 3.856 -0.04 0.02 -0.03
H -11.579 2.154 4.023 -0.04 -0.04 0.09
H -11.473 0.220 6.123 -0.05 0.07 -0.06
H -10.297 -0.951 5.508 -0.02 0.00 0.05
H -12.348 -1.627 4.608 0.04 -0.04 -0.04
H -11.413 -0.893 3.287 0.00 0.00 -0.01
H -12.727 0.261 1.941 -0.05 -0.02 -0.04
H -14.278 0.882 2.543 -0.02 -0.01 0.07
H -13.982 -0.871 2.504 0.01 0.00 -0.01
```
Positions in Å, forces in eV/Å.

Output
**Electronic energy**: -99589.1270 eV
**Spin multiplicity**: 1
**HOMO-LUMO gap**: 9.58 eV

---

Record 2
C30H66BrINO9P2 | ωB97M-V/def2-TZVPD

Structure (XYZ):
```
110
Properties=species:S:1:pos:R:3:forces:R:3
C 11.928 1.998 -0.084 -0.10 0.25 -0.31
C 11.308 3.320 -0.541 0.39 -0.18 0.55
C 10.036 3.648 0.229 0.24 0.09 -0.10
C 9.389 4.962 -0.215 -0.41 -0.22 0.13
C 7.844 4.974 -0.099 0.77 0.22 0.26
C 7.342 6.345 0.381 0.00 -0.06 -0.67
C 5.984 6.731 -0.193 -0.28 -0.06 0.44
C 4.857 5.788 0.248 0.01 0.44 0.60
C 4.344 6.126 1.672 -0.16 0.00 -0.22
C 2.813 6.139 1.783 -0.03 -0.24 -0.02
C 2.244 4.822 2.335 -0.10 0.52 0.14
C 0.709 4.707 2.208 0.24 -0.08 -0.02
C 0.178 3.525 1.406 -0.40 0.28 0.56
N 0.853 3.265 0.090 0.01 -0.16 -0.07
C 0.302 2.023 -0.532 -0.05 0.10 0.38
C 0.812 0.718 0.065 -0.03 -0.13 -0.04
O 0.345 -0.294 -0.315 0.00 -0.08 -0.18
I 2.383 0.664 1.519 0.11 0.17 -0.09
C 0.788 4.425 -0.857 -0.15 0.03 -0.92
Br 2.284 4.195 -2.089 -0.02 0.06 0.13
C -0.506 4.523 -1.668 0.46 0.34 -0.68
C -0.726 5.988 -2.112 -0.14 -0.42 0.15
H 12.127 2.006 0.987 -0.09 -0.03 0.07
H 11.252 1.176 -0.321 0.11 -0.17 0.08
H 12.882 1.842 -0.586 -0.01 -0.18 -0.06
H 12.057 4.094 -0.351 -0.12 0.22 -0.17
H 11.119 3.299 -1.615 -0.05 0.02 -0.04
H 9.341 2.807 0.146 -0.10 0.04 -0.16
H 10.293 3.713 1.289 -0.09 -0.05 0.07
H 9.667 5.172 -1.250 0.03 0.08 -0.03
H 9.774 5.785 0.388 0.19 -0.01 -0.01
H 7.570 4.196 0.616 -0.24 -0.06 -0.08
H 7.438 4.716 -1.078 -0.26 -0.04 0.06
H 8.065 7.094 0.053 0.01 0.09 0.08
H 7.336 6.366 1.472 -0.05 0.07 0.05
H 6.021 6.800 -1.281 0.18 -0.21 -0.05
H 5.714 7.732 0.154 0.04 0.08 -0.07
H 4.028 5.907 -0.448 -0.02 -0.27 -0.11
H 5.208 4.756 0.277 -0.11 -0.10 -0.52
H 4.733 5.383 2.371 0.11 0.18 0.21
H 4.731 7.102 1.961 0.05 -0.01 0.12
H 2.456 6.920 2.456 0.12 0.14 -0.03
H 2.398 6.383 0.799 -0.08 -0.03 -0.03
H 2.793 3.957 1.952 -0.11 -0.06 -0.15
H 2.465 4.861 3.401 0.17 -0.31 0.02
H 0.307 4.562 3.211 -0.20 -0.04 -0.04
H 0.271 5.646 1.867 0.09 0.04 -0.17
H -0.887 3.642 1.206 0.00 0.05 -0.17
H 0.279 2.627 2.011 0.15 -0.19 -0.24
H 1.849 3.077 0.271 0.02 0.15 0.18
H 0.504 1.974 -1.599 0.27 0.19 -0.01
H -0.777 2.049 -0.404 -0.04 -0.14 0.03
H 0.974 5.370 -0.362 0.14 -0.28 0.58
H -1.375 4.112 -1.158 0.01 0.11 0.21
H -0.355 3.959 -2.587 -0.20 -0.40 0.16
H 0.191 6.567 -2.008 -0.05 0.14 0.14
H -0.985 6.034 -3.165 -0.18 -0.02 0.00
H -1.535 6.419 -1.529 0.11 0.33 -0.01
O 0.330 -6.205 1.148 -1.74 -0.40 -1.73
P -0.794 -5.943 2.066 2.33 1.07 4.57
O -0.747 -4.359 2.458 -0.58 -0.47 -0.62
C -0.243 -3.384 1.557 0.31 0.45 -0.19
C -1.332 -2.752 0.711 -0.23 -0.16 0.10
O -0.368 -6.637 3.458 -0.31 -0.15 -0.31
C 0.804 -7.446 3.569 0.32 -0.06 0.11
C 1.984 -6.625 4.044 -0.03 0.18 0.08
O -2.330 -6.229 2.387 0.08 -0.20 -1.81
C -3.392 -5.483 1.786 -0.62 0.13 -0.28
C -3.584 -5.821 0.321 0.13 -0.15 0.04
H 0.536 -3.798 0.915 -0.05 -0.21 0.07
H 0.229 -2.613 2.173 -0.03 -0.07 0.09
H -1.837 -3.500 0.097 0.04 0.01 -0.02
H -0.906 -2.001 0.052 -0.06 -0.15 0.01
H -2.087 -2.273 1.340 0.01 -0.02 0.02
H 1.024 -7.946 2.627 -0.04 0.14 -0.09
H 0.577 -8.223 4.300 -0.13 0.07 0.02
H 2.164 -5.775 3.385 0.01 -0.09 -0.13
H 2.888 -7.236 4.081 -0.01 -0.01 0.00
H 1.791 -6.227 5.041 0.01 -0.05 0.02
H -3.244 -4.413 1.941 0.28 -0.02 0.00
H -4.292 -5.747 2.340 0.12 -0.13 0.11
H -2.657 -5.683 -0.244 -0.04 0.08 -0.01
H -4.361 -5.193 -0.115 0.00 0.01 -0.01
H -3.880 -6.863 0.209 -0.01 0.00 -0.02
O -8.793 -3.509 -0.978 1.40 1.55 -1.41
P -8.397 -4.566 -1.928 -2.32 -4.37 1.90
O -9.722 -5.057 -2.724 0.75 0.65 -0.27
C -10.813 -4.175 -2.986 -0.58 0.20 -0.06
C -10.699 -3.509 -4.343 0.19 -0.11 -0.04
O -8.072 -5.851 -1.002 0.38 0.27 -0.21
C -8.070 -5.777 0.422 -0.15 -0.08 0.30
C -9.416 -6.182 0.983 -0.12 -0.08 -0.08
O -7.283 -5.040 -2.972 0.19 1.85 -0.05
C -7.293 -4.627 -4.342 0.21 0.15 -0.58
C -6.911 -3.171 -4.514 0.05 0.00 0.22
H -10.913 -3.421 -2.204 0.22 -0.07 0.11
H -11.716 -4.785 -2.955 0.08 -0.11 0.02
H -9.791 -2.904 -4.406 -0.06 0.06 0.02
H -11.555 -2.857 -4.519 -0.01 0.00 0.03
H -10.664 -4.251 -5.141 -0.03 -0.01 0.01
H -7.781 -4.782 0.762 -0.11 0.08 -0.12
H -7.303 -6.470 0.772 0.02 -0.05 -0.16
H -10.217 -5.573 0.565 0.06 0.13 0.04
H -9.428 -6.080 2.069 0.01 0.00 0.00
H -9.633 -7.220 0.729 0.03 -0.02 0.03
H -8.256 -4.851 -4.802 -0.14 0.04 0.23
H -6.561 -5.257 -4.847 0.03 -0.08 0.17
H -7.556 -2.519 -3.919 -0.04 0.00 -0.08
H -6.987 -2.879 -5.562 -0.04 0.00 -0.01
H -5.885 -3.005 -4.183 0.00 0.00 0.00
```
Positions in Å, forces in eV/Å.

Output
**Electronic energy**: -148816.2372 eV
**Spin multiplicity**: 1
**HOMO-LUMO gap**: 8.48 eV
**Total charge**: +1

---

Number 1: highest occupied orbital energy -9.07 eV. Number 2: highest occupied orbital energy -11.66 eV.